Record 1
Computed, not measured: an isolated molecule of C2H3NO2S, with wB97M-V/def2-TZVPD.

Atoms and positions in Å:
O1 -1.3251 1.8282 0.2100
N1 -0.8266 0.4860 -0.0754
C1 0.5250 0.5096 0.0467
C2 0.9432 -0.9022 -0.2287
O2 0.0889 -1.9022 -0.0214
S1 2.5164 -1.2649 -0.4119
H1 -2.2445 1.5444 0.1097
H2 1.1952 1.3566 0.2061
H3 -0.8726 -1.6554 0.1649

The orbital gap is 8.17 eV. As for the SMILES: O/N=C/C(O)=S. The LUMO energy is -0.83 eV. As for the energy relative to the best compared isomer or geometry (same formula, charge and spin): 3.402 eV. The total charge is 0.



Record 2
Computed, not measured: a structure of composition C6H4F2Na, with wB97M-V/def2-TZVPD.

Atoms and positions in Å:
F1 0.0761 -1.0454 3.1142
F2 -0.0499 0.6845 -2.0388
C1 -0.4320 0.6602 1.5665
C2 0.4905 -1.4647 0.8306
C3 -0.4643 1.1041 0.2448
C4 0.4581 -1.0210 -0.4910
C5 0.0448 -0.6155 1.8336
C6 -0.0186 0.2547 -0.7583
H1 -0.7744 1.2976 2.3923
H2 0.8594 -2.4661 1.0887
H3 -0.8333 2.1055 -0.0133
H4 0.8006 -1.6585 -1.3169
Na1 -0.1569 2.1646 -6.4523

The orbital gap is 5.66 eV. The LUMO energy is -5.68 eV. As for the energy relative to the best compared isomer or geometry (same formula, charge and spin): 0.468 eV. The total charge is +1.



Record 3
Computed, not measured: a structure of composition C42H38BF4LuN9O2S3, with wB97M-V/def2-TZVPD.

Atoms and positions in Å:
Lu1 0.0022 0.0983 0.3408
C1 -3.1707 -1.1388 1.2743
N1 -2.3301 -1.1729 0.0715
C2 -2.0838 -2.5654 -0.3159
C3 -0.8820 -3.1534 0.3766
C4 -0.9495 -4.3650 1.0444
C5 0.2192 -4.9315 1.5315
C6 1.4140 -4.2833 1.2822
C7 1.3855 -3.0692 0.6155
N2 0.2632 -2.4829 0.1974
C8 -2.9699 -0.3938 -0.9954
C9 -2.6429 1.0735 -0.8431
C10 -2.5315 1.8844 -1.8996
C11 -3.3330 4.1631 -2.0248
C12 -2.4095 3.8103 -0.2874
C13 -2.3561 2.7419 0.7333
N3 -2.3854 1.4894 0.4722
C14 -2.3572 -1.2004 2.5318
C15 -2.7786 -1.9408 3.6238
C16 -2.0798 -1.8369 4.8155
C17 -1.0214 -0.9483 4.8732
C18 -0.6537 -0.2661 3.7227
N4 -1.2765 -0.4100 2.5545
H1 -3.6850 -0.1738 1.3046
H2 -3.9301 -1.9314 1.2582
H3 -2.9681 -3.1953 -0.1415
H4 -1.8334 -2.5922 -1.3775
H5 -1.9001 -4.8576 1.1740
H6 0.1930 -5.8633 2.0725
H7 2.3544 -4.6885 1.6132
H8 2.3106 -2.5510 0.4136
H9 -2.5619 -0.7064 -1.9510
H10 -4.0614 -0.5400 -1.0029
H11 -2.6414 1.5196 -2.9089
H12 -3.8526 4.4488 -2.9213
H13 -1.7812 4.6422 0.0319
H14 -2.1764 3.0301 1.7647
H15 -3.6443 -2.5775 3.5371
H16 -2.3697 -2.4234 5.6744
H17 -0.4629 -0.8029 5.7824
H18 0.1777 0.4253 3.7435
C19 3.6255 0.7832 0.4770
C20 3.3100 0.0796 -0.7821
N5 2.1535 -0.3734 -1.1856
C21 2.2590 -0.9617 -2.4266
C22 3.5277 -0.9356 -2.9482
S1 4.6234 -0.1847 -1.8844
C23 1.1667 -1.5317 -3.2025
C24 1.4233 -2.1930 -4.3800
S2 -0.0139 -2.6814 -5.1388
C25 -0.8997 -1.9654 -3.8169
N6 -0.1642 -1.4231 -2.8969
C26 -2.3827 -2.0443 -3.9408
H19 2.7291 1.1875 0.9353
H20 4.3387 1.5847 0.2884
H21 4.0789 0.0917 1.1884
H22 3.8714 -1.3047 -3.8903
H23 2.3622 -2.4245 -4.8368
H24 -2.6225 -2.6121 -4.8381
H25 -2.8185 -1.0522 -4.0440
H26 -2.8516 -2.5532 -3.1032
N7 1.5095 2.8485 -2.5527
C27 0.2511 2.6004 -2.0393
O1 0.1406 1.6154 -1.2172
C28 -0.7734 3.4800 -2.3749
C29 -2.1224 3.3179 -1.7604
N8 -3.6708 4.3906 -0.8112
C30 -0.5347 4.5307 -3.2534
N9 -0.3137 5.3883 -3.9919
H27 2.1620 2.0835 -2.5610
H28 1.5621 3.4833 -3.3331
F1 2.5057 -0.1306 3.8044
B1 2.2836 -1.1600 2.9661
F2 1.4574 -2.1163 3.4517
F3 3.4091 -1.6591 2.4074
F4 1.4825 -0.5398 1.7779
O2 0.5778 2.0678 1.4338
S3 1.3022 3.1477 0.6713
C31 2.7602 3.5490 1.6706
C32 3.8310 4.1435 1.0218
C33 5.0046 4.3679 1.7215
C34 5.0925 3.9990 3.0544
C35 4.0092 3.4246 3.6988
C36 2.8327 3.1947 3.0040
C37 0.4616 4.6779 1.1122
C38 -0.2532 4.7614 2.2919
C39 -0.9805 5.9104 2.5562
C40 -0.9633 6.9623 1.6523
C41 -0.2023 6.8870 0.4965
C42 0.5127 5.7340 0.2161
H29 3.7422 4.4179 -0.0197
H30 5.8543 4.8116 1.2249
H31 6.0136 4.1613 3.5945
H32 4.0819 3.1355 4.7356
H33 1.9896 2.7205 3.4779
H34 -0.2436 3.9258 2.9751
H35 -1.5671 5.9832 3.4585
H36 -1.5452 7.8478 1.8546
H37 -0.1796 7.7167 -0.1930
H38 1.0879 5.6423 -0.6918

The orbital gap (alpha / beta) is 7.56 / 7.56 eV. The LUMO energy (alpha / beta) is -2.41 / -2.41 eV. As for the energy relative to the best compared isomer or geometry (same formula, charge and spin): 0.299 eV. The total charge is +1.



Record 4
Computed, not measured: a structure of composition C62H50N2O2P2PdS4, with wB97M-V/def2-TZVPD.

Atoms and positions in Å:
Pd1 -0.6397 -0.7375 0.2130
S1 -1.2435 1.4440 0.7026
P1 -2.4600 0.5521 2.0466
C1 -1.8670 -1.1363 1.5936
P2 -2.6141 -2.7862 2.0943
S2 -2.6710 -4.0154 0.6105
C2 -4.2743 -2.4352 2.7186
C3 -5.2787 -2.2374 1.7675
C4 -6.5880 -2.0481 2.1715
C5 -6.9110 -2.0781 3.5241
C6 -5.9224 -2.2970 4.4709
C7 -4.6049 -2.4781 4.0707
C8 -1.5387 -3.1440 3.4965
C9 -0.4069 -2.3786 3.7748
C10 0.4028 -2.7031 4.8544
C11 0.0950 -3.8023 5.6431
C12 -1.0181 -4.5834 5.3538
C13 -1.8338 -4.2596 4.2821
C14 -2.0554 0.9671 3.7419
C15 -1.2279 2.0718 3.9465
C16 -0.9301 2.4721 5.2402
C17 -1.4330 1.7622 6.3215
C18 -2.2416 0.6502 6.1166
C19 -2.5584 0.2533 4.8297
C20 -4.1871 0.7983 1.6971
C21 -4.6005 0.7808 0.3621
C22 -5.9312 1.0090 0.0601
C23 -6.8392 1.2680 1.0800
C24 -6.4253 1.2920 2.4056
C25 -5.0984 1.0529 2.7227
H1 -5.0364 -2.2600 0.7126
H2 -7.3617 -1.8966 1.4306
H3 -7.9390 -1.9491 3.8371
H4 -6.1762 -2.3497 5.5214
H5 -3.8497 -2.6866 4.8184
H6 -0.1437 -1.5214 3.1629
H7 1.2734 -2.1002 5.0770
H8 0.7274 -4.0578 6.4832
H9 -1.2486 -5.4467 5.9634
H10 -2.6956 -4.8757 4.0526
H11 -0.8124 2.6136 3.1066
H12 -0.3000 3.3363 5.4008
H13 -1.1925 2.0743 7.3292
H14 -2.6282 0.0952 6.9610
H15 -3.1966 -0.6059 4.6736
H16 -3.8848 0.6130 -0.4332
H17 -6.2575 1.0024 -0.9710
H18 -7.8758 1.4639 0.8379
H19 -7.1351 1.5049 3.1937
H20 -4.7782 1.0803 3.7553
C26 4.0262 9.3602 -1.6981
C27 3.5027 8.0380 -1.2109
C28 3.7289 7.6174 0.0978
C29 3.2586 6.3924 0.5453
C30 2.5707 5.5728 -0.3343
C31 2.3097 5.9736 -1.6356
C32 2.7790 7.2036 -2.0635
S3 1.9676 3.9801 0.2164
O1 0.9338 3.5342 -0.7529
C33 3.5195 3.0601 -0.0148
C34 4.3128 3.0422 1.1565
C35 5.5078 2.3924 1.1750
C36 5.9745 1.7115 0.0241
C37 7.2139 1.0287 0.0289
C38 7.6555 0.3808 -1.0891
C39 6.8715 0.3865 -2.2614
C40 5.6675 1.0322 -2.2927
C41 5.1822 1.7158 -1.1495
C42 3.9254 2.4092 -1.1552
C43 3.1284 2.3630 -2.4165
C44 3.4984 3.1569 -3.5357
C45 4.5990 4.0497 -3.4873
C46 4.9168 4.8115 -4.5733
C47 4.1575 4.7194 -5.7618
C48 3.0955 3.8669 -5.8374
C49 2.7374 3.0617 -4.7279
C50 1.6350 2.1772 -4.7877
C51 1.2878 1.4104 -3.7141
C52 2.0617 1.5059 -2.5448
S4 1.5327 0.6605 -1.0766
O2 0.2480 -0.0816 -1.5556
C53 2.7336 -0.6161 -0.8574
C54 3.2483 -0.7514 0.4233
C55 4.1934 -1.7371 0.6715
C56 4.6256 -2.5810 -0.3477
C57 5.6821 -3.6208 -0.0997
C58 4.0776 -2.4304 -1.6263
C59 3.1411 -1.4506 -1.8910
H21 4.2538 10.0273 -0.8683
H22 3.3042 9.8543 -2.3476
H23 4.9441 9.2209 -2.2730
H24 4.2659 8.2640 0.7806
H25 3.4254 6.0884 1.5723
H26 1.7257 5.3367 -2.2872
H27 2.5722 7.5276 -3.0769
H28 3.9546 3.5530 2.0438
H29 6.1164 2.3860 2.0715
H30 7.8113 1.0416 0.9328
H31 8.6117 -0.1259 -1.0841
H32 7.2315 -0.1198 -3.1481
H33 5.0836 1.0309 -3.2041
H34 5.1766 4.1308 -2.5749
H35 5.7541 5.4958 -4.5269
H36 4.4263 5.3283 -6.6150
H37 2.5116 3.7907 -6.7465
H38 1.0630 2.1178 -5.7054
H39 0.4354 0.7473 -3.7431
H40 2.9437 -0.0656 1.2063
H41 4.6253 -1.8298 1.6609
H42 6.0560 -3.5765 0.9216
H43 6.5251 -3.4769 -0.7771
H44 5.2937 -4.6252 -0.2786
H45 4.4190 -3.0748 -2.4282
H46 2.7398 -1.3199 -2.8893
N1 0.8677 -4.6214 -0.3700
C60 0.2657 -4.4474 -1.5937
C61 -0.2567 -3.1958 -1.5735
N2 0.0273 -2.6215 -0.3578
C62 0.7022 -3.5022 0.3479
H47 1.3377 -5.4522 -0.0519
H48 0.2630 -5.2118 -2.3495
H49 -0.7913 -2.6673 -2.3418
H50 1.0832 -3.3594 1.3451

The orbital gap is 4.39 eV. The LUMO energy is -7.55 eV. As for the energy relative to the best compared isomer or geometry (same formula, charge and spin): 0.000 eV. The total charge is +2.



Record 5
Computed, not measured: a cluster of 2 separate species, C5H11N2O in total, with wB97M-V/def2-TZVPD.

Atoms and positions in Å:
O1 -0.6634 2.8551 -0.6290
C1 -1.3365 2.0758 -0.0182
C2 -1.7496 0.7614 -0.6453
N1 -0.6760 0.4121 -1.6558
H1 -1.6483 2.2654 1.0228
H2 -1.7996 -0.0596 0.0558
H3 -2.6948 0.9258 -1.1605
H4 -1.0936 0.0702 -2.5247
H5 -0.2402 1.3021 -1.9537
H6 0.0166 -0.2845 -1.2045
C3 1.0751 -0.3324 1.0246
C4 0.7726 -0.7564 2.3034
C5 1.8928 -2.0311 -0.2729
N2 0.9310 -1.2016 -0.0767
H7 1.3275 0.6925 0.7744
H8 0.2909 -1.7184 2.4703
H9 0.9798 -0.1406 3.1733
H10 1.9452 -2.6669 -1.1518
H11 2.6704 -2.1687 0.4683

The orbital gap (alpha / beta) is 9.26 / 5.29 eV. Its spin multiplicity is 2. The LUMO energy (alpha / beta) is -9.10 / -13.07 eV. As for the energy relative to the best compared isomer or geometry (same formula, charge and spin): 2.604 eV. The total charge is +2.



| no. | molar mass (g/mol) | largest force on an atom (eV/Å) |
| --- | --- | --- |
| 1 | 105.1 | 6.08 |
| 2 | 137.1 | 0.94 |
| 3 | 1058.8 | 2.32 |
| 4 | 1151.7 | 0.51 |
| 5 | 115.2 | 3.36 |